# C16H35N2O11P2

A cluster of 2 separate species, C16H35N2O11P2 in total (the ωB97M-V functional and the def2-TZVPD basis, OMol25).

Each line ends with the natural charge from an NBO analysis.
Element x y z (Å)
P -5.60 -3.05 -5.13  2.26
P 1.34 -0.53 3.89  2.23
O -4.74 -1.88 -5.90  -0.80
O 4.40 3.47 8.24  -0.47
O -4.99 -2.57 -3.60  -0.77
O -4.81 -4.35 -5.11  -0.93
O 0.03 0.25 3.82  -1.03
O -1.77 -0.01 -2.50  -0.53
O 1.43 -1.21 5.47  -0.93
O 3.33 1.06 4.84  -0.53
O -2.37 -1.51 -0.84  -0.61
O 1.39 -1.88 2.83  -0.94
O -6.35 -3.45 -6.63  -0.65
N 4.16 2.01 2.05  -0.23
N 4.21 3.08 1.14  -0.65
C -5.17 -0.53 -5.77  -0.26
C -2.58 -0.40 -1.41  0.80
C -3.63 -2.20 -3.46  -0.24
C -0.44 -0.61 -2.42  -0.08
C 2.89 0.50 3.58  -0.26
C 4.13 2.25 4.66  0.08
C 2.67 -0.10 0.27  -0.42
C 4.99 2.30 3.30  -0.27
C 1.92 1.03 1.12  -0.45
C 4.23 3.50 6.99  0.41
C 1.86 -0.62 -1.02  -0.41
C 5.00 2.50 5.98  -0.52
C -7.66 -4.00 -6.49  -0.28
C 2.75 1.57 2.39  -0.08
C 0.36 -0.06 -1.14  -0.44
C -3.81 0.44 -0.82  -0.72
H 5.95 3.06 5.65  0.25
H -7.63 -4.91 -5.88  0.19
H -0.45 -1.75 -2.46  0.22
H 5.25 1.50 6.46  0.27
H -3.56 -1.11 -3.43  0.16
H 1.88 -1.78 -0.97  0.23
H 2.06 -2.51 3.21  0.51
H -3.26 -2.59 -2.51  0.22
H 0.13 -0.27 -3.35  0.20
H 5.43 3.34 3.16  0.28
H -5.92 -0.42 -4.98  0.17
H 1.39 -0.39 6.04  0.51
H 4.78 2.84 0.31  0.40
H 3.63 0.40 -0.15  0.17
H -3.01 -2.58 -4.27  0.20
H 2.41 -0.35 -1.99  0.22
H 4.66 1.21 1.59  0.44
H -0.17 -0.36 -0.16  0.23
H -4.62 -0.32 -0.52  0.27
H 3.06 -0.96 0.94  0.22
H -5.58 -0.19 -6.71  0.19
H 3.38 3.13 4.60  0.19
H -8.04 -4.25 -7.48  0.20
H 5.82 1.50 3.41  0.24
H 0.33 1.09 -1.16  0.20
H -8.33 -3.27 -6.04  0.17
H -4.30 0.08 -5.51  0.19
H 3.28 3.43 0.89  0.40
H 0.84 0.74 1.43  0.30
H 2.19 2.52 2.74  0.26
H -4.29 1.13 -1.59  0.24
H 1.78 1.94 0.42  0.22
H 3.73 -0.23 3.25  0.20
H -3.51 1.05 0.11  0.25
H 3.51 4.31 6.59  0.14

As for the maximum force: 0.1803 Eh/bohr. The calculation puts the frontier orbital gap at 0.253 hartree. For the LUMO energy, the calculation gives -3.6704 eV. As for the spin multiplicity: 1. The total charge is +1.

# C16H35N4O9

A cluster of 7 separate species, C16H35N4O9 in total (the ωB97M-V functional and the def2-TZVPD basis, OMol25).

Each line ends with the natural charge from an NBO analysis.
Element x y z (Å)
O -3.12 28.69 14.32  -0.73
O -0.88 28.72 11.44  -0.68
O -5.31 26.29 11.03  -0.64
O -2.89 33.76 14.72  -0.58
O -7.64 30.11 14.33  -0.62
O -3.84 35.66 13.96  -0.50
O -8.76 32.07 14.65  -0.48
O -1.28 29.63 18.12  -0.65
O -6.12 26.56 18.78  -0.63
N -7.49 26.69 11.23  -0.81
N -6.42 25.58 16.72  -0.81
N -1.29 30.76 10.92  -0.78
N -0.25 31.26 19.27  -0.82
C -0.63 29.99 19.07  0.68
C -5.17 36.07 15.85  -0.43
C -10.59 31.42 15.97  -0.44
C -9.66 30.27 15.83  -0.53
C -5.97 24.19 18.65  -0.70
C -6.74 24.47 10.66  -0.72
C -9.72 32.63 15.51  -0.07
C -0.13 29.03 20.08  -0.72
C -4.84 36.61 14.43  -0.07
C -6.14 25.55 18.03  0.66
C -3.42 34.80 14.95  0.81
C -8.53 30.77 14.91  0.81
C -3.89 35.35 16.29  -0.53
C -1.29 29.09 9.19  -0.72
C -6.45 25.91 10.97  0.67
C -1.14 29.55 10.59  0.65
H -4.40 37.60 14.58  0.19
H -1.59 28.07 8.95  0.26
H -5.78 36.75 13.90  0.21
H -6.56 24.13 19.56  0.25
H -6.35 24.69 16.25  0.39
H -0.63 31.98 18.66  0.41
H -4.05 28.71 14.07  0.57
H -3.93 34.62 17.10  0.24
H -6.14 24.11 9.83  0.25
H -1.63 31.48 10.30  0.40
H -0.53 28.02 20.00  0.25
H -5.95 35.31 15.84  0.20
H -10.15 29.45 15.31  0.25
H -0.56 29.35 21.03  0.23
H -8.40 26.36 10.96  0.40
H -3.07 36.03 16.53  0.23
H -5.65 36.77 16.53  0.23
H -11.43 31.33 15.28  0.22
H -0.29 29.16 8.74  0.25
H -2.67 28.95 13.51  0.57
H -6.29 23.47 17.90  0.20
H -10.15 33.35 14.81  0.20
H -4.93 23.89 18.83  0.24
H -11.08 31.55 16.93  0.24
H -1.08 31.21 11.80  0.41
H -9.28 33.20 16.33  0.18
H -1.98 29.64 8.54  0.22
H -7.36 27.67 11.42  0.40
H -6.72 26.35 16.14  0.41
H -7.72 24.21 10.27  0.21
H -6.60 23.88 11.57  0.24
H -2.85 29.34 14.96  0.58
H 0.96 29.07 20.12  0.23
H 0.43 31.48 19.99  0.40
H -9.18 29.94 16.75  0.25

As for the maximum force: 0.1274 Eh/bohr. The energy relative to the best compared isomer or geometry (same formula, charge and spin) comes out at 0.0 kJ/mol. The calculation puts the frontier orbital gap at 0.290 hartree. For the LUMO energy, the calculation gives -3.4960 eV. As for the spin multiplicity: 1. The total charge is +1.

# C16H35NO4P2SiZr

A structure of composition C16H35NO4P2SiZr (the ωB97M-V functional and the def2-TZVPD basis, OMol25).

Each line ends with the natural charge from an NBO analysis.
Element x y z (Å)
Zr -0.12 0.36 0.33  0.81
P 1.29 -0.67 2.61  1.87
P -0.29 0.82 -2.90  0.99
Si 1.65 0.73 -1.76  0.77
O 0.67 0.05 3.86  -0.88
O 2.83 -0.19 2.55  -0.83
O 1.31 -2.22 3.02  -0.81
O -1.41 2.05 0.56  -0.69
N -0.92 -1.34 -0.23  -0.95
C 2.37 2.31 -1.04  -1.10
C 0.15 -4.67 -1.32  -0.20
C -2.13 -3.45 -0.24  -0.23
C -0.99 -2.64 -0.54  0.15
C 2.43 -3.09 2.73  -0.25
C -2.10 -4.82 -0.45  -0.22
C 3.45 0.45 3.68  -0.25
C -1.74 4.34 -0.14  -0.70
C -3.12 3.34 1.68  -0.70
C 0.07 -0.54 -4.06  -0.99
C -0.96 -5.44 -0.99  -0.29
C 0.14 -3.29 -1.13  -0.29
C -0.47 0.89 4.22  -0.24
C -0.11 2.36 -3.86  -0.96
C -2.07 3.14 0.66  0.47
C -2.08 0.65 -2.64  -1.00
H -2.87 4.21 2.31  0.22
H -3.27 2.46 2.33  0.23
H 1.02 -2.69 -1.38  0.20
H -0.16 -1.51 -3.59  0.27
H 1.99 -4.08 2.57  0.21
H -0.69 2.27 -4.79  0.24
H -3.00 -2.96 0.19  0.20
H 1.74 3.19 -1.20  0.24
H 4.45 0.73 3.33  0.20
H -0.48 3.21 -3.28  0.24
H -0.39 1.88 3.76  0.19
H -1.43 0.43 3.93  0.20
H 2.98 -2.80 1.82  0.20
H -2.96 -5.43 -0.19  0.20
H -1.80 5.23 0.51  0.22
H 3.32 2.45 -1.58  0.25
H -2.55 0.49 -3.63  0.22
H -0.55 -0.42 -4.96  0.23
H -0.95 -6.52 -1.15  0.20
H 2.92 1.36 3.99  0.19
H 1.01 -0.86 1.01  -0.17
H 3.54 -0.25 4.53  0.19
H 2.69 0.15 -2.66  -0.21
H -2.32 -0.21 -1.99  0.29
H -0.75 4.30 -0.59  0.23
H 3.11 -3.12 3.59  0.18
H 1.04 -5.15 -1.74  0.20
H -4.07 3.59 1.17  0.23
H -2.52 1.56 -2.20  0.24
H -0.43 0.99 5.32  0.20
H 1.12 -0.54 -4.35  0.24
H 2.59 2.20 0.03  0.23
H 0.94 2.55 -4.12  0.25
H -2.51 4.48 -0.92  0.23
H 1.41 -0.33 -0.67  -0.17

As for the maximum force: 0.0781 Eh/bohr. The calculation puts the frontier orbital gap (alpha / beta) at 0.142 / 0.142 hartree. For the LUMO energy (alpha / beta), the calculation gives 0.1734 / 0.1916 eV. As for the spin multiplicity: 1.

# C16H36AlCaCl3F7GaLiN3O9PV

A structure of composition C16H36AlCaCl3F7GaLiN3O9PV (the ωB97M-V functional and the def2-TZVPD basis, OMol25).

Each line ends with the Löwdin charge.
Element x y z (Å)
Ga -0.98 -2.48 0.30  0.38
V -7.62 -6.48 3.94  1.06
Ca -5.48 -1.20 -3.17  1.62
Cl -2.97 0.27 5.34  -0.54
Cl -3.79 -6.63 1.41  0.61
Cl -2.03 -2.42 -2.61  0.12
P -4.35 3.42 3.12  0.13
Al 1.58 -2.80 -3.25  0.96
F -5.82 2.95 2.72  -0.18
F -5.02 4.72 3.76  -0.18
F -2.82 3.34 2.63  -0.20
F 2.54 -1.18 -0.32  -0.16
F -4.32 4.21 1.73  -0.19
F -4.30 1.83 3.23  -0.26
F -3.79 3.46 4.61  -0.19
O -2.89 -0.25 0.66  -0.20
O -5.70 -3.45 -1.88  -0.15
O 3.07 2.44 -1.08  0.01
O -2.01 -6.37 0.73  -0.27
O -8.40 -7.98 4.35  -0.59
O -6.84 -4.97 3.53  -0.53
O -3.04 -4.67 0.05  -0.32
O -5.23 -0.30 0.23  -0.06
O -4.54 -5.71 4.38  -0.12
N 4.23 3.10 -1.22  -0.03
N 0.22 -3.43 1.48  -0.10
N -2.28 -5.20 1.03  -0.23
C 4.46 4.81 -2.88  -0.01
C 4.65 3.29 -2.62  -0.47
C -5.62 -2.62 -0.67  -0.16
C 3.83 2.54 -3.70  -0.03
C -5.05 -1.11 -0.95  -0.31
C 6.49 3.60 -0.43  -0.14
C 6.12 2.90 -2.87  -0.14
C 7.11 3.40 -1.82  -0.18
C -4.19 -0.63 1.19  -0.18
C -1.88 -0.98 1.40  -0.25
C 1.26 -0.46 -0.48  -0.18
C 5.21 2.77 -0.18  -0.48
C 0.23 -1.52 -1.13  -0.35
C -2.31 -3.68 -0.76  -0.45
C 5.57 1.27 -0.06  0.00
C 4.66 3.24 1.19  -0.02
Li -0.76 0.35 3.47  0.66
H -6.64 -2.48 -0.13  0.18
H 4.34 4.29 1.15  0.09
H 1.22 -3.35 1.20  -0.02
H 7.95 2.70 -1.75  0.11
H 6.02 0.87 -0.97  0.08
H -4.37 0.04 2.13  0.16
H -4.25 -1.73 1.53  0.15
H 7.25 3.38 0.33  0.13
H -2.30 -1.44 2.40  0.09
H -4.93 -3.13 0.10  0.14
H 4.70 0.66 0.18  0.08
H -1.74 -4.18 -1.64  0.03
H -1.08 -0.21 1.76  0.02
H 7.55 4.35 -2.14  0.11
H -4.72 -5.94 3.48  -0.18
H 6.30 1.12 0.75  0.10
H 0.09 -3.07 2.45  -0.01
H 5.43 3.16 1.97  0.09
H 5.06 5.41 -2.20  0.08
H -0.44 -1.02 -1.95  -0.01
H 4.76 5.07 -3.90  0.09
H 3.80 2.64 1.52  0.08
H -3.96 -1.12 -1.37  0.09
H 0.82 -0.17 0.56  0.10
H 4.18 2.80 -4.70  0.09
H -3.08 -2.98 -1.27  -0.12
H 3.92 1.46 -3.59  0.08
H 6.20 1.81 -2.91  0.11
H 6.26 4.66 -0.31  0.12
H -4.76 -3.61 -2.17  0.08
H 2.76 2.80 -3.67  0.08
H 0.86 -2.32 -1.70  -0.22
H 1.43 0.46 -1.16  0.11
H -5.73 -0.65 -1.79  -0.04
H 3.42 5.10 -2.75  0.10
H 6.45 3.25 -3.85  0.13

As for the maximum force: 0.1498 Eh/bohr. The energy relative to the best compared isomer or geometry (same formula, charge and spin) comes out at 1053.6 kJ/mol. The calculation puts the frontier orbital gap at 0.045 hartree. For the LUMO energy, the calculation gives -4.6338 eV. As for the spin multiplicity: 1.

# C16H36As2CsF12P

A structure of composition C16H36As2CsF12P (the ωB97M-V functional and the def2-TZVPD basis, OMol25).

Each line ends with the natural charge from an NBO analysis.
Element x y z (Å)
Cs 0.53 2.39 -5.42  1.00
As -0.61 -3.05 -7.91  2.79
As -5.19 4.27 -4.33  2.80
P 1.19 0.08 2.17  1.48
F -1.02 -1.47 -7.17  -0.65
F -4.80 5.94 -4.87  -0.63
F -5.65 4.86 -2.74  -0.62
F -5.73 2.60 -3.82  -0.64
F -4.66 3.61 -5.90  -0.63
F -0.90 -2.34 -9.56  -0.63
F -6.86 4.42 -4.97  -0.62
F -0.27 -3.81 -6.27  -0.64
F -3.49 4.05 -3.72  -0.66
F 1.11 -2.54 -7.96  -0.64
F -0.09 -4.58 -8.72  -0.62
F -2.28 -3.59 -7.89  -0.61
C -0.44 -0.27 -0.31  -0.38
C 0.49 0.70 0.56  -0.73
C -1.83 -0.53 0.18  -0.41
C 4.68 2.60 2.32  -0.38
C 3.17 2.21 2.28  -0.41
C -1.38 0.79 3.27  -0.40
C 2.97 0.72 2.28  -0.69
C -2.24 1.50 4.30  -0.39
C 2.08 -2.62 1.31  -0.40
C 0.13 0.69 3.61  -0.69
C 1.87 -4.18 1.60  -0.41
C 5.34 2.49 0.97  -0.62
C 2.62 -5.18 0.74  -0.60
C -3.67 1.62 3.72  -0.62
C -2.52 -1.46 -0.83  -0.63
C 1.09 -1.79 2.13  -0.70
H 3.63 0.07 1.72  0.26
H 2.28 -5.13 -0.29  0.21
H -1.80 -0.94 1.18  0.18
H 2.67 2.76 3.07  0.22
H -3.60 -1.40 -0.72  0.24
H -0.53 0.18 -1.30  0.22
H 1.35 1.01 -0.03  0.25
H 4.66 3.64 2.65  0.21
H 0.20 -0.11 4.35  0.25
H 2.15 -4.51 2.60  0.21
H 3.68 -4.93 0.63  0.20
H 6.26 3.07 0.99  0.23
H -4.17 0.67 3.56  0.22
H -3.64 2.23 2.82  0.21
H -2.34 -2.52 -0.65  0.21
H 2.52 -6.20 1.11  0.23
H 0.13 -1.94 1.64  0.26
H -1.47 1.39 2.36  0.20
H 3.07 -2.26 1.59  0.20
H 5.19 2.00 3.07  0.21
H -1.81 -0.18 3.02  0.21
H 2.09 -2.39 0.25  0.22
H 0.96 -2.11 3.17  0.25
H 2.77 2.60 1.34  0.20
H 0.51 1.56 4.15  0.26
H 5.63 1.45 0.81  0.20
H -4.22 2.34 4.33  0.23
H -2.22 0.86 5.18  0.20
H -2.40 0.38 0.40  0.22
H 0.04 -1.24 -0.45  0.21
H 4.75 2.88 0.13  0.21
H -2.33 -1.31 -1.89  0.23
H 3.27 0.45 3.29  0.25
H 0.87 -4.60 1.54  0.22
H -0.01 1.63 0.84  0.25
H -1.78 2.47 4.50  0.20

As for the maximum force: 0.0520 Eh/bohr. The energy relative to the best compared isomer or geometry (same formula, charge and spin) comes out at 488.0 kJ/mol. The calculation puts the frontier orbital gap at 0.327 hartree. For the LUMO energy, the calculation gives -1.8989 eV. As for the spin multiplicity: 1.

# C16H36BClNNaO6S

A structure of composition C16H36BClNNaO6S (the ωB97M-V functional and the def2-TZVPD basis, OMol25).

Each line ends with the natural charge from an NBO analysis.
Element x y z (Å)
Cl -5.80 -0.22 0.18  -0.85
S -1.43 -2.45 2.21  -0.09
Na 4.26 3.69 -0.70  0.98
O 5.91 1.84 2.42  -0.57
O -4.39 -0.92 -2.23  -0.58
O -0.30 2.21 3.20  -0.76
O 3.15 -0.61 -0.12  -0.77
O 1.77 -1.81 1.41  -0.75
O 5.82 -0.53 2.58  -0.48
N -5.66 -1.75 -4.41  -0.69
C 1.06 0.11 2.84  -0.46
C -0.37 0.74 3.21  -0.08
C 3.66 2.59 1.48  -0.47
C 6.47 0.50 2.34  0.79
C 0.11 -0.23 0.24  -0.46
C 1.22 -0.46 1.36  0.26
C -5.80 -0.72 -2.20  -0.15
C -0.46 -1.60 -0.42  -0.40
C 8.03 0.40 1.92  -0.73
C -6.05 0.66 -4.33  -0.64
C 2.55 1.85 0.55  -0.48
C -1.69 -2.24 0.39  -0.54
C 2.61 0.28 0.87  0.15
C 5.18 2.09 1.17  -0.11
C -3.62 0.27 -2.05  -0.26
C -6.34 -0.66 -3.64  -0.08
B 3.02 -1.93 0.58  0.42
H 3.39 2.35 2.57  0.29
H 1.21 -0.78 3.56  0.26
H -3.36 0.68 -3.03  0.14
H -0.77 0.43 0.53  0.21
H -6.37 1.50 -3.72  0.26
H -0.84 -3.67 2.51  0.15
H -4.99 0.78 -4.56  0.21
H -6.10 0.15 -1.59  0.28
H -0.88 -1.29 -1.45  0.18
H -4.66 -1.73 -4.16  0.46
H 8.47 1.44 2.13  0.22
H 8.48 -0.41 2.57  0.26
H -2.71 -1.71 0.20  0.26
H 3.83 -2.19 1.41  -0.13
H 3.04 -2.77 -0.27  -0.14
H -4.15 1.02 -1.46  0.22
H 0.36 -2.36 -0.64  0.25
H -1.25 0.33 2.61  0.19
H 3.51 3.75 1.32  0.14
H 8.12 0.20 0.80  0.24
H 1.85 0.88 3.15  0.20
H -1.19 2.47 3.55  0.47
H -6.59 0.72 -5.28  0.20
H 5.77 2.88 0.54  0.10
H 3.33 0.15 1.76  0.16
H -5.76 -1.67 -5.42  0.42
H -0.57 0.46 4.31  0.16
H 1.49 2.21 0.87  0.26
H -6.00 -2.68 -4.12  0.43
H -1.84 -3.31 -0.04  0.22
H 2.68 2.11 -0.58  0.14
H -6.23 -1.60 -1.71  0.21
H 0.63 0.31 -0.64  0.20
H 5.23 1.11 0.58  0.25
H -7.42 -0.86 -3.66  0.21
H -2.70 0.00 -1.53  0.20

As for the maximum force: 0.0949 Eh/bohr. The calculation puts the frontier orbital gap at 0.141 hartree. For the LUMO energy, the calculation gives -2.2020 eV. As for the spin multiplicity: 1.

# C16H36BF4N2

A cluster of 3 separate species, C16H36BF4N2 in total (the ωB97M-V functional and the def2-TZVPD basis, OMol25).

Each line ends with the natural charge from an NBO analysis.
Element x y z (Å)
F 0.08 0.04 -2.79  -0.56
F -0.68 0.20 -0.66  -0.58
F 1.36 -0.83 -1.11  -0.58
F 1.15 1.44 -1.29  -0.59
N 1.21 3.62 1.36  -0.20
N -0.60 -3.89 -0.47  -0.21
C 0.76 -5.84 -0.02  -0.42
C 1.94 5.97 1.55  -0.43
C 1.70 5.62 0.07  -0.42
C 0.96 4.28 0.01  -0.22
C 2.55 2.94 1.27  -0.41
C -1.15 3.15 2.23  -0.43
C -1.69 -3.77 -1.56  -0.19
C -2.30 2.20 1.99  -0.60
C -0.65 -5.27 0.15  -0.22
C -0.94 -2.80 0.52  -0.41
C -2.78 -2.60 -3.43  -0.61
C -1.59 -2.57 -2.47  -0.45
C 0.17 2.61 1.70  -0.23
C 1.25 -5.13 -1.27  -0.42
C 1.33 4.80 2.30  -0.21
C 0.78 -3.71 -1.01  -0.22
B 0.48 0.22 -1.47  1.34
H 1.79 4.45 3.22  0.23
H -0.86 -1.85 0.00  0.27
H -0.93 -5.21 1.20  0.23
H 1.28 3.62 -0.79  0.27
H -1.67 -4.71 -2.11  0.21
H 3.03 5.93 1.67  0.22
H 2.74 2.58 2.28  0.21
H 0.74 -6.93 -0.14  0.24
H 1.32 -5.65 0.89  0.22
H 2.47 2.14 0.54  0.27
H 0.30 5.08 2.55  0.22
H 1.52 6.89 1.95  0.25
H -0.12 -2.82 1.24  0.22
H -0.68 -2.65 -3.08  0.22
H 0.60 1.84 2.35  0.22
H 1.39 -3.28 -0.21  0.22
H -2.62 -3.80 -0.99  0.21
H -2.72 -1.67 -4.01  0.24
H -3.25 2.52 2.43  0.23
H 0.87 -3.04 -1.85  0.27
H -2.90 -3.46 -4.08  0.22
H -1.37 -5.89 -0.37  0.22
H 3.33 3.64 0.97  0.22
H -2.51 2.25 0.91  0.22
H 1.13 6.40 -0.44  0.24
H -0.05 2.09 0.76  0.27
H -1.39 4.13 1.82  0.21
H 0.64 -5.53 -2.09  0.20
H -1.46 -1.61 -1.98  0.26
H -1.05 3.29 3.32  0.21
H -3.70 -2.42 -2.86  0.20
H 2.30 -5.22 -1.50  0.25
H 2.64 5.51 -0.47  0.22
H -2.10 1.18 2.30  0.21
H -1.93 -2.97 0.93  0.22
H -0.11 4.45 0.00  0.21

As for the maximum force: 0.0370 Eh/bohr. The calculation puts the frontier orbital gap at 0.448 hartree. For the LUMO energy, the calculation gives -1.7713 eV. As for the spin multiplicity: 1. The total charge is +1.